Computed, not measured: a cluster of 2 separate species, C4H7NO in total, with ωB97M-V/def2-TZVPD.

Geometry as ORCA input:
```
! RIJCOSX wB97M-V def2-TZVPD def2/J DEFGRID3
* xyz 0 1
C -2.584 0.208 0.238
C -1.106 0.010 0.011
C -0.343 0.836 -0.669
O 0.326 1.595 -1.264
H -3.135 -0.701 -0.027
H -2.982 1.023 -0.375
H -2.805 0.437 1.287
H -0.589 -0.862 0.393
C 2.795 -0.147 0.077
N 1.926 -1.009 -0.254
H 2.683 0.878 -0.287
H 3.662 -0.348 0.720
H 2.150 -1.922 0.150
*
```

Computed properties:
**Molecular weight**: 85.1 g mol⁻¹
**SMILES**: CC=C=O.C=N
**ΔE to the lowest compared entry with this formula, charge and spin**: 56.5 kcal/mol
**LUMO level**: 0.95 eV
**Largest force on an atom**: 1.04 eV/Å



Computed, not measured: a structure of composition C31H29F4N2OPPt, with ωB97M-V/def2-TZVPD.

Geometry as ORCA input:
```
! RIJCOSX wB97M-V def2-TZVPD def2/J DEFGRID3
* xyz 0 1
Pt 0.083 0.009 0.205
C -2.634 -3.080 -1.158
C -1.815 -1.793 -1.169
N -0.400 -1.898 -0.678
C 0.564 -2.252 -1.754
C 0.322 -3.573 -2.472
C -0.325 -2.773 0.517
C 0.975 -2.647 1.277
N 1.307 -1.234 1.455
C 2.471 -0.937 2.092
C 3.065 0.344 2.031
F 2.554 1.293 1.214
C 4.204 0.699 2.717
F 4.646 1.965 2.579
C 4.906 -0.184 3.510
C 4.389 -1.460 3.551
F 5.008 -2.400 4.286
C 3.244 -1.831 2.875
F 2.867 -3.123 3.041
H -3.616 -2.855 -1.576
H -2.794 -3.455 -0.147
H -2.195 -3.879 -1.751
H -2.320 -1.050 -0.552
H -1.754 -1.383 -2.175
H 1.553 -2.252 -1.294
H 0.536 -1.426 -2.461
H 0.193 -4.410 -1.784
H 1.188 -3.796 -3.096
H -0.549 -3.527 -3.126
H -0.484 -3.821 0.246
H -1.152 -2.466 1.162
H 1.771 -3.177 0.739
H 0.829 -3.187 2.216
H 5.799 0.098 4.043
O -0.625 0.630 -2.488
C -0.472 1.089 -1.369
C -0.565 2.613 -1.247
C -0.529 3.445 -2.352
C -0.581 4.821 -2.165
C -0.684 5.352 -0.883
C -0.720 4.514 0.225
C -0.656 3.142 0.028
P -0.604 1.848 1.291
C -2.354 1.294 1.432
C -3.393 1.885 0.725
C -4.688 1.388 0.835
C -4.955 0.308 1.661
C -3.919 -0.281 2.379
C -2.628 0.206 2.264
C -0.355 2.663 2.897
C 0.942 3.001 3.298
C 1.157 3.648 4.505
C 0.082 3.961 5.324
C -1.206 3.633 4.931
C -1.429 2.982 3.725
H -0.445 3.006 -3.337
H -0.530 5.484 -3.019
H -0.731 6.424 -0.745
H -0.792 4.925 1.226
H -3.195 2.724 0.071
H -5.488 1.852 0.273
H -5.963 -0.074 1.747
H -4.121 -1.123 3.030
H -1.824 -0.262 2.823
H 1.780 2.765 2.663
H 2.165 3.902 4.806
H 0.248 4.459 6.271
H -2.046 3.882 5.566
H -2.440 2.734 3.433
*
```

Computed properties:
**Molecular weight**: 747.6 g mol⁻¹
**ΔE to the lowest compared entry with this formula, charge and spin**: 10.7 kcal/mol
**LUMO level**: 0.24 eV
**Largest force on an atom**: 1.02 eV/Å



Computed, not measured: a cluster of 2 separate species, C6H12O in total, with ωB97M-V/def2-TZVPD.

Geometry as ORCA input:
```
! RIJCOSX wB97M-V def2-TZVPD def2/J DEFGRID3
* xyz 0 1
C -1.061 -1.717 -0.791
C -1.019 -0.251 -0.490
C -1.024 0.257 0.777
C -0.994 1.690 0.993
H -2.069 -2.038 -1.084
H -0.403 -1.962 -1.636
H -0.754 -2.334 0.061
H -1.344 0.408 -1.296
H -0.809 -0.400 1.621
H -2.034 1.404 1.568
H -0.359 2.125 1.756
H -1.312 2.348 0.203
C 2.133 -0.375 0.120
C 1.423 0.657 -0.681
O 1.372 1.848 -0.346
H 2.201 -0.144 1.184
H 1.657 -1.354 0.016
H 3.163 -0.509 -0.228
H 1.216 0.373 -1.733
*
```

Computed properties:
**Molecular weight**: 100.2 g mol⁻¹
**SMILES**: C/C=C/C.CC=O
**ΔE to the lowest compared entry with this formula, charge and spin**: 61.5 kcal/mol
**LUMO level**: 1.07 eV
**Largest force on an atom**: 5.13 eV/Å



Computed, not measured: a structure of composition C19H29AsBaO3S3, with ωB97M-V/def2-TZVPD.

Geometry as ORCA input:
```
! RIJCOSX wB97M-V def2-TZVPD def2/J DEFGRID3
* xyz 2 1
Ba -0.046 -0.404 0.268
O -1.637 -1.827 0.790
S -2.694 -2.852 1.113
C -3.108 -2.646 2.901
C -1.968 -2.088 3.741
C -2.003 -0.560 3.803
C -0.887 0.053 4.629
S 0.792 0.060 3.822
O 0.525 -0.014 2.337
C 1.334 -1.613 4.262
C 1.816 -2.455 3.272
C 2.264 -3.720 3.609
C 2.256 -4.130 4.933
C 1.817 -3.268 5.924
C 1.365 -2.001 5.594
C -1.763 -4.400 1.266
C -0.385 -4.416 1.130
C 0.292 -5.625 1.172
C -0.411 -6.805 1.349
C -1.790 -6.782 1.484
C -2.474 -5.579 1.431
H -3.410 -3.636 3.235
H -3.982 -1.995 2.925
H -1.015 -2.428 3.330
H -2.058 -2.483 4.756
H -2.949 -0.258 4.260
H -1.967 -0.141 2.791
H -0.781 -0.451 5.585
H -1.092 1.110 4.805
H 1.859 -2.093 2.245
H 2.648 -4.385 2.851
H 2.603 -5.116 5.195
H 1.839 -3.576 6.957
H 1.056 -1.320 6.372
H 0.153 -3.480 0.983
H 1.365 -5.652 1.054
H 0.116 -7.747 1.377
H -2.333 -7.703 1.616
H -3.551 -5.560 1.506
O 1.621 1.270 -0.392
H 1.439 1.753 -1.209
H 2.186 1.860 0.124
C -1.175 -3.504 -2.277
As -0.198 -2.018 -3.070
C -0.558 -2.096 -4.965
C 1.711 -2.366 -2.831
S -0.761 -0.111 -2.400
H -0.716 -4.446 -2.580
H -2.203 -3.475 -2.648
H -1.183 -3.429 -1.188
H -0.270 -3.071 -5.359
H 0.007 -1.310 -5.474
H -1.628 -1.937 -5.137
H 1.940 -3.381 -3.161
H 2.023 -2.242 -1.784
H 2.269 -1.659 -3.456
*
```

Computed properties:
**Molecular weight**: 613.9 g mol⁻¹
**ΔE to the lowest compared entry with this formula, charge and spin**: 52.6 kcal/mol
**LUMO level**: -5.18 eV
**Largest force on an atom**: 2.76 eV/Å